P) # C3H6O

A cluster of 2 separate species, C3H6O in total (ωB97M-V/def2-TZVPD, OMol25).

Computed properties:
LUMO level in eV: 0.4
Net charge: 0

Geometry (Å):
1 H -1.53 -2.44 -0.49
2 C 1.46 1.02 1.00
3 H -1.76 -0.76 -0.33
4 C 0.65 1.45 1.92
5 C -1.05 -1.49 -0.61
6 H 0.66 -2.10 -0.05
7 H -0.92 -1.37 -1.73
8 H 1.31 -0.08 0.95
9 O 0.05 -1.34 0.26
10 H 2.09 1.47 0.30

Results of the Löwdin charge analysis, in e, for atoms 1 through 2: number 1, H, carries 0.064; number 2, C, carries -0.173

---

Q) # C3H6O

The molecule C3H6O (ωB97M-V/def2-TZVPD, OMol25).

Computed properties:
LUMO level in eV: 1.0
Net charge: 0

Geometry (Å):
1 C 0.24 -0.47 -0.31
2 C -0.47 -0.69 1.02
3 H -1.16 0.11 1.27
4 H 0.28 -0.76 1.82
5 H -0.52 1.57 -0.53
6 H 0.33 0.90 -1.95
7 O 0.75 -1.40 -0.90
8 H 1.24 1.41 -0.53
9 C 0.31 0.94 -0.86
10 H -1.00 -1.65 0.98

Results of the Löwdin charge analysis, in e, for atoms 1 through 2: number 1, C, carries -0.495; number 2, C, carries -0.027

---

R) # C3H6O

A cluster of 2 separate species, C3H6O in total (ωB97M-V/def2-TZVPD, OMol25).

Computed properties:
LUMO level (spin up / spin down) in eV: 0.2 / 0.2
Net charge: 0

Geometry (Å):
1 H 1.49 0.73 0.93
2 H -0.19 -1.33 -1.03
3 C 1.80 0.19 0.07
4 C -1.27 0.37 -0.17
5 C -0.47 -0.84 -0.07
6 O 2.98 0.04 -0.21
7 H -0.17 -1.15 0.94
8 H -1.03 0.72 -1.10
9 H -2.35 0.28 0.08
10 H -0.79 0.99 0.54

Results of the Löwdin charge analysis, in e, for atoms 1 through 2: number 1, H, carries 0.037; number 2, H, carries 0.066

---

S) # C3H6O

The molecule C3H6O (ωB97M-V/def2-TZVPD, OMol25).

Computed properties:
LUMO level in eV: 0.9
Net charge: 0

Geometry (Å):
1 C -0.97 0.76 -0.15
2 O 1.50 -0.12 -0.19
3 C 0.23 0.06 0.34
4 H -1.34 1.23 0.74
5 H -0.93 -1.07 -1.09
6 H -0.67 1.18 -1.06
7 H 0.21 -0.06 1.47
8 H -1.53 -1.33 0.68
9 H 2.24 0.50 0.21
10 C -0.93 -0.73 -0.09

Results of the Löwdin charge analysis, in e, for atoms 1 through 2: number 1, C, carries -0.101; number 2, O, carries -0.046

---

Q) comes first in stability; the runner-up is 206.6 kJ/mol higher.

---

P) # C3H6O

The molecule C3H6O (ωB97M-V/def2-TZVPD, OMol25).

Computed properties:
LUMO level in eV: 0.7
Net charge: 0

Geometry (Å):
1 H 1.73 1.05 -0.19
2 H -1.24 0.88 1.00
3 H -2.51 -0.39 0.76
4 H 1.24 -0.22 -1.36
5 C 1.61 -0.03 -0.35
6 O 0.58 -0.38 0.57
7 C -1.60 0.06 0.38
8 H 2.54 -0.56 -0.16
9 H -1.85 0.47 -0.61
10 C -0.51 -0.88 -0.03

Results of the Löwdin charge analysis, in e, for atoms 1 through 2: number 1, H, carries 0.095; number 2, H, carries 0.073

---

Q) # C3H6O

The molecule C3H6O (ωB97M-V/def2-TZVPD, OMol25).

Computed properties:
LUMO level in eV: 1.1
Net charge: 0

Geometry (Å):
1 H 0.83 0.99 -0.45
2 H 1.11 -0.64 -0.99
3 H -2.01 -0.14 -0.42
4 C 0.13 0.34 0.16
5 H 0.54 -1.78 0.65
6 C 0.94 -0.89 0.11
7 H -1.46 1.61 -0.54
8 H 1.96 -0.75 0.45
9 C -1.27 0.61 -0.15
10 O -0.77 0.66 1.19

Results of the Löwdin charge analysis, in e, for atoms 1 through 2: number 1, H, carries 0.141; number 2, H, carries 0.111

---

R) # C3H6O

The molecule C3H6O (ωB97M-V/def2-TZVPD, OMol25).

Computed properties:
LUMO level in eV: 0.7
Net charge: 0

Geometry (Å):
1 C 1.28 -0.16 -0.05
2 H -1.71 -0.41 1.06
3 H 1.30 -0.33 1.27
4 H 1.41 -1.23 -0.64
5 H 2.13 0.50 -0.37
6 H -2.21 0.43 -0.68
7 C 0.02 0.70 -0.11
8 O 0.00 1.90 -0.01
9 C -1.33 -0.17 -0.05
10 H -0.89 -1.23 -0.42

Results of the Löwdin charge analysis, in e, for atoms 1 through 2: number 1, C, carries -0.078; number 2, H, carries 0.100

---

R) comes first in stability; the runner-up is 65.0 kJ/mol higher.

---

P) # C4H8NO3

A cluster of 2 separate species, C4H8NO3 in total (ωB97M-V/def2-TZVPD, OMol25).

Computed properties:
LUMO level (spin up / spin down) in eV: 0.8 / -3.6
Net charge: 0
2S+1: 2

Geometry (Å):
1 H -2.49 2.98 -1.01
2 H 1.69 -1.99 2.10
3 H -2.17 -0.31 -0.99
4 C -2.74 2.13 -0.36
5 C 1.69 -1.51 -0.04
6 O 0.79 -1.65 -0.87
7 O 2.93 -1.44 -0.30
8 H -3.27 2.67 0.43
9 H 0.28 -1.00 1.51
10 N -1.35 0.19 -0.67
11 C 1.35 -1.19 1.45
12 H 1.87 -0.27 1.71
13 H -0.60 -0.42 -0.38
14 C -1.49 1.37 -0.01
15 O -0.67 1.88 0.74
16 H -3.52 1.59 -0.90

Results of the Löwdin charge analysis, in e, for atoms 1 through 2: number 1, H, carries 0.088; number 2, H, carries 0.083

---

Q) # C4H8NO3

A cluster of 2 separate species, C4H8NO3 in total (ωB97M-V/def2-TZVPD, OMol25).

Computed properties:
LUMO level (spin up / spin down) in eV: -0.8 / -4.6
Net charge: 0
2S+1: 2

Geometry (Å):
1 C -1.27 -0.78 3.81
2 C -2.03 -3.16 3.98
3 C 0.31 -2.37 4.94
4 H -3.00 -2.97 4.49
5 H -2.24 -0.51 3.37
6 N -0.28 0.44 0.42
7 H -0.59 0.05 4.04
8 C -1.00 -2.04 4.19
9 H 1.17 -2.07 4.32
10 H -2.28 -3.24 2.91
11 O -1.25 0.62 -0.37
12 H 0.36 -3.43 5.15
13 O 0.67 1.28 0.43
14 H -1.63 -4.11 4.33
15 H 0.42 -1.81 5.89
16 O -0.24 -0.59 1.17

Results of the Löwdin charge analysis, in e, for atoms 1 through 2: number 1, C, carries -0.023; number 2, C, carries -0.073

---

P) comes first in stability; the runner-up is 536.5 kJ/mol higher.

---

P) # C42H61EuN9O2S

A structure of composition C42H61EuN9O2S (ωB97M-V/def2-TZVPD, OMol25).

Computed properties:
LUMO level (spin up / spin down) in eV: -4.3 / -4.3
Net charge: +1
2S+1: 7

Geometry (Å):
1 H -3.00 0.45 -5.98
2 C -1.85 -2.72 -0.47
3 H 1.50 1.91 6.09
4 H 3.89 0.88 2.38
5 H 0.36 0.21 -5.72
6 H -3.81 -5.61 1.71
7 C -0.94 -0.75 -4.37
8 C 4.57 4.11 2.66
9 H 3.82 4.29 3.49
10 H 2.33 4.04 0.22
11 H -4.60 -4.05 -1.68
12 H -4.65 0.21 2.44
13 N 2.98 2.28 1.19
14 N 1.18 0.46 3.13
15 C 0.85 1.28 4.06
16 H -5.15 -4.13 0.02
17 H 1.18 3.58 -3.82
18 H 0.46 0.44 6.06
19 H -3.55 -1.35 -4.45
20 H 3.04 2.21 3.28
21 C 0.86 0.78 -3.72
22 H -3.09 0.86 2.88
23 C -1.74 -1.25 -5.58
24 C 3.71 1.95 2.46
25 C -2.82 -1.83 2.12
26 H -2.28 4.68 4.96
27 H -3.34 -6.85 0.44
28 N -0.82 -0.50 -0.69
29 H 3.19 2.24 -5.79
30 H -3.61 -2.05 -6.12
31 C 5.84 2.40 1.52
32 H 2.00 2.98 -2.41
33 H -4.00 -3.59 1.94
34 C 3.97 2.00 0.11
35 H -0.47 -2.99 -5.69
36 N 3.04 -2.48 2.94
37 C -4.58 -4.65 -0.77
38 H -0.78 2.80 5.65
39 H -2.03 -1.71 -2.73
40 C -1.79 -1.05 1.35
41 H -1.51 -2.74 -7.13
42 N 3.93 4.53 1.40
43 N 5.16 2.76 0.26
44 N 1.85 -0.66 3.54
45 C -1.73 4.07 4.19
46 C 2.40 -1.38 2.56
47 H -2.14 -5.89 1.32
48 H 2.08 0.32 5.42
49 H 5.74 4.77 0.43
50 C -0.88 -2.24 -6.34
51 H -1.32 -5.68 -0.95
52 H 5.45 4.76 2.83
53 H -2.77 -6.40 -1.57
54 H 3.51 2.17 -0.86
55 H -2.54 -0.96 5.47
56 C -1.23 -1.05 -3.07
57 C -1.48 -1.40 -0.04
58 H -5.12 -5.59 -0.98
59 H -1.36 0.58 -6.68
60 C 2.25 1.70 -5.50
61 C 0.47 0.58 -2.36
62 H -4.04 -3.07 4.30
63 H 4.30 4.49 -0.71
64 N 4.94 2.71 2.63
65 C -3.31 -1.25 3.43
66 C -2.67 -3.51 0.23
67 H 2.38 0.74 -5.97
68 H 3.38 -0.19 -3.91
69 C 0.08 0.15 -4.67
70 C -4.43 -2.10 4.01
71 H -0.08 -1.68 -6.83
72 C -3.84 0.18 3.21
73 O 0.99 1.33 -1.40
74 H 2.91 3.68 -3.79
75 H -1.88 -2.26 4.59
76 H -4.21 0.63 4.13
77 H -1.32 -0.61 4.20
78 H -1.06 3.82 0.90
79 C -2.20 -1.24 4.49
80 C 3.35 0.84 -3.49
81 H -2.20 -4.87 -2.23
82 H -4.82 -1.59 4.87
83 N -0.24 2.59 2.36
84 H 6.78 2.97 1.64
85 C -0.55 -0.37 -2.01
86 C 2.72 3.74 1.18
87 H 3.25 0.79 -2.42
88 C -3.04 -1.97 -5.16
89 C -3.18 -4.85 -0.25
90 C -2.31 -5.48 -1.32
91 H 4.22 0.97 0.19
92 H 6.02 1.32 1.50
93 C -0.08 2.36 3.68
94 Eu 0.65 0.97 0.72
95 C -3.10 -5.89 0.94
96 H 4.22 1.40 -3.72
97 C -1.86 4.29 2.83
98 C 1.23 1.02 5.48
99 C -0.81 3.08 4.62
100 H -1.38 -3.10 -1.39
101 H -2.43 5.13 2.42
102 H 1.39 2.23 -5.97
103 O -1.22 -0.07 1.86
104 C 2.13 1.61 -4.04
105 C -3.23 -2.97 1.49
106 H -5.28 -2.14 3.31
107 C 2.07 3.04 -3.45
108 H 3.59 -3.03 2.31
109 C 4.79 4.19 0.25
110 H 1.97 3.96 1.90
111 S 2.31 -1.13 0.80
112 C -1.08 3.56 1.96
113 H -2.84 -2.95 -4.75
114 C -2.18 -0.11 -6.47
115 H 3.06 -2.65 3.92
116 H -2.47 -0.45 -7.47

Results of the Löwdin charge analysis, in e, for atoms 1 through 2: number 1, H, carries 0.108; number 2, C, carries 0.036

---

Q) # C42H61EuN9O2S

A structure of composition C42H61EuN9O2S (ωB97M-V/def2-TZVPD, OMol25).

Computed properties:
LUMO level (spin up / spin down) in eV: -3.8 / -2.5
Net charge: +1
2S+1: 7

Geometry (Å):
1 C -16.96 -17.55 6.51
2 H -17.96 -17.95 6.61
3 H -10.83 -14.74 6.63
4 C -12.26 -14.07 1.09
5 H -8.72 -11.17 4.03
6 H -12.29 -11.32 -1.66
7 H -17.91 -10.96 -0.33
8 H -12.32 -9.66 3.26
9 N -14.51 -13.82 -1.30
10 N -19.04 -12.75 -0.35
11 H -13.88 -11.60 2.89
12 N -19.35 -13.76 1.80
13 H -20.78 -12.75 0.76
14 H -10.26 -16.37 6.67
15 C -7.47 -14.22 3.01
16 C -10.40 -12.22 2.06
17 N -17.20 -13.97 0.63
18 C -11.42 -9.58 2.65
19 H -16.11 -12.14 0.70
20 H -16.85 -18.33 3.85
21 H -18.58 -15.50 1.03
22 H -12.82 -12.94 3.54
23 H -17.22 -13.09 -1.28
24 H -11.48 -16.15 4.68
25 C -10.48 -14.68 2.81
26 H -16.73 -16.99 7.44
27 H -8.00 -13.27 5.68
28 H -12.23 -12.19 -3.91
29 N -11.55 -17.80 2.08
30 C -10.45 -9.81 0.35
31 C -13.38 -15.99 3.71
32 C -11.61 -10.25 1.27
33 H -13.62 -14.47 7.99
34 H -18.25 -14.54 -1.06
35 H -13.23 -18.02 8.11
36 H -16.32 -18.44 6.41
37 H -9.98 -15.54 3.25
38 C -17.61 -15.36 5.48
39 C -12.89 -12.21 -1.92
40 C -14.47 -16.32 6.16
41 H -13.84 -15.90 8.92
42 C -9.89 -13.42 2.75
43 H -19.81 -11.87 2.57
44 N -12.33 -14.87 0.10
45 C -15.33 -16.28 5.08
46 H -20.38 -14.33 0.01
47 C -18.93 -12.51 2.44
48 H -18.69 -15.58 5.61
49 H -18.47 -17.61 4.21
50 H -7.16 -11.84 4.29
51 H -15.09 -15.23 -2.74
52 C -12.23 -17.58 7.97
53 H -9.69 -12.97 5.38
54 C -12.55 -16.12 4.80
55 H -18.47 -12.70 3.42
56 C -11.68 -15.03 2.02
57 H -13.48 -14.31 -4.46
58 C -12.86 -12.68 -3.18
59 H -17.49 -14.73 4.63
60 C -11.54 -11.78 1.48
61 C -13.59 -13.84 -3.47
62 H -17.25 -14.88 6.41
63 H -14.86 -16.41 7.12
64 H -17.40 -16.80 3.14
65 O -13.81 -12.39 0.34
66 H -6.65 -14.23 3.72
67 H -9.03 -14.64 5.20
68 S -13.77 -17.63 0.43
69 H -11.28 -8.50 2.45
70 C -7.98 -11.83 3.60
71 H -19.47 -10.88 0.49
72 C -12.93 -9.67 0.68
73 H -12.02 -18.56 2.59
74 C -13.46 -12.62 2.70
75 C -10.90 -15.64 7.18
76 H -12.40 -14.96 9.26
77 H -10.60 -8.82 -0.04
78 C -13.11 -16.16 6.08
79 H -10.40 -10.49 -0.51
80 H -17.73 -14.91 2.48
81 H -13.84 -10.15 0.97
82 C -18.60 -11.54 0.31
83 C -17.39 -17.41 4.03
84 H -11.03 -18.24 1.32
85 O -15.47 -15.44 2.81
86 C -16.82 -12.71 1.35
87 C -17.89 -13.60 -0.60
88 C -8.84 -13.57 5.02
89 H -12.94 -9.70 -0.41
90 C -13.69 -12.84 -0.97
91 H -14.33 -13.32 2.71
92 H -7.91 -15.21 2.85
93 H -9.49 -9.80 0.83
94 C -8.55 -13.25 3.54
95 C -18.22 -14.63 1.56
96 H -10.46 -15.40 8.13
97 C -12.32 -16.17 7.37
98 H -11.68 -17.50 8.90
99 H -10.52 -9.92 3.22
100 H -12.98 -8.62 0.94
101 N -11.54 -15.90 0.80
102 H -9.67 -11.42 2.13
103 C -13.06 -15.31 8.43
104 C -19.99 -13.44 0.53
105 Eu -14.95 -15.25 0.79
106 C -14.42 -14.37 -2.51
107 C -12.48 -16.88 1.45
108 C -14.76 -15.91 3.87
109 H -7.62 -11.45 2.66
110 H -7.12 -13.82 2.07
111 H -11.65 -18.23 7.27
112 N -12.88 -15.81 2.42
113 H -16.36 -13.01 2.32
114 N -17.94 -11.78 1.60
115 C -12.78 -12.66 1.36
116 C -16.85 -16.65 5.26

Results of the Löwdin charge analysis, in e, for atoms 1 through 2: number 1, C, carries -0.052; number 2, H, carries 0.083

---

P) comes first in stability; the runner-up is 457.2 kJ/mol higher.

---

P) # C3H4F3N

A cluster of 2 separate species, C3H4F3N in total (ωB97M-V/def2-TZVPD, OMol25).

Computed properties:
LUMO level in eV: 1.0
Net charge: 0

Geometry (Å):
1 C -0.11 0.56 0.21
2 H 0.88 1.01 0.45
3 C -0.36 -0.26 -1.00
4 H -0.86 1.11 0.56
5 C -2.50 -0.08 -1.42
6 F -3.24 -0.07 -0.33
7 H 0.07 -0.37 -2.00
8 N -0.29 -0.87 0.29
9 F -2.82 -1.17 -2.15
10 F -2.60 1.02 -2.11
11 H 0.46 -1.46 0.41

Results of the Löwdin charge analysis, in e, for atoms 1 through 2: number 1, C, carries -0.154; number 2, H, carries 0.118

---

Q) # C3H4F3N

The molecule C3H4F3N (ωB97M-V/def2-TZVPD, OMol25).

Computed properties:
LUMO level in eV: 1.0
Net charge: 0

Geometry (Å):
1 H -1.18 0.82 -1.15
2 C 1.04 -0.52 0.13
3 H 1.19 -1.19 1.01
4 H -1.81 0.33 0.43
5 F 0.21 1.12 1.68
6 C -1.00 0.46 -0.19
7 C 0.43 0.81 0.37
8 F 1.02 1.96 -0.19
9 N -0.23 -1.09 -0.54
10 H 1.79 -0.51 -0.70
11 F -0.85 -1.90 0.39

Results of the Löwdin charge analysis, in e, for atoms 1 through 2: number 1, H, carries 0.083; number 2, C, carries -0.048

---

P) comes first in stability; the runner-up is 21.6 kJ/mol higher.

---

P) # C5H11O3

A cluster of 2 separate species, C5H11O3 in total (ωB97M-V/def2-TZVPD, OMol25).

Computed properties:
LUMO level (spin up / spin down) in eV: 1.0 / -0.9
Net charge: 0
2S+1: 2

Geometry (Å):
1 H -2.74 -1.83 6.14
2 H 3.72 -1.10 4.39
3 C 2.67 1.67 3.14
4 C -2.69 -1.21 5.24
5 H -3.56 -0.55 5.24
6 H 3.51 -0.13 2.25
7 H 4.90 0.15 4.84
8 O -1.51 -0.41 5.23
9 H 4.74 1.08 2.68
10 O -0.37 -1.12 5.25
11 O 2.38 1.88 4.55
12 H -2.75 -1.82 4.34
13 C 2.77 0.69 5.25
14 H 1.84 0.05 5.39
15 C 3.79 0.61 2.99
16 H 2.91 2.64 2.67
17 C 3.89 -0.02 4.43
18 H 3.17 1.01 6.23
19 H 1.72 1.31 2.68

Results of the Löwdin charge analysis, in e, for atoms 1 through 2: number 1, H, carries 0.091; number 2, H, carries 0.099

---

Q) # C5H11O3

A cluster of 2 separate species, C5H11O3 in total (ωB97M-V/def2-TZVPD, OMol25).

Computed properties:
LUMO level (spin up / spin down) in eV: 0.9 / 0.8
Net charge: 0
2S+1: 2

Geometry (Å):
1 H -1.56 0.01 5.66
2 H 2.30 -0.50 5.57
3 H -3.16 -0.66 6.10
4 H -2.42 -2.74 2.73
5 O 2.60 -0.11 4.73
6 C -1.91 -2.14 3.49
7 O 3.20 -1.36 4.21
8 H 4.41 0.01 3.16
9 H -0.93 -1.77 3.12
10 C -1.68 -2.19 5.72
11 H -2.38 0.00 3.49
12 H 5.02 -1.63 3.41
13 O -1.71 -3.01 4.69
14 H 5.03 -0.51 4.77
15 C -2.26 -0.84 5.49
16 C 4.48 -0.82 3.87
17 H -1.19 -2.48 6.66
18 H -3.75 -1.07 3.84
19 C -2.66 -0.92 3.99

Results of the Löwdin charge analysis, in e, for atoms 1 through 2: number 1, H, carries 0.111; number 2, H, carries 0.094

---

P) comes first in stability; the runner-up is 58.4 kJ/mol higher.